This record from the Open Molecules 2025 dataset describes CH4NP as an isolated structure at a distorted geometry. The level of theory is ωB97M-V/def2-TZVPD.

Results
Lowest unoccupied orbital energy (spin up / spin down)   0.0373 / -0.0695 Ha
<S²>   2.01
HOMO energy (spin up / spin down)   -6.82 / -9.79 eV
Relative energy (zero: lowest compared OMol25 entry of this formula, charge and spin)   0.674 eV
Orbital gap (spin up / spin down)   7.8 / 7.9 eV

Structure (ORCA input):
```
! wB97M-V def2-TZVPD RIJCOSX def2/J DEFGRID3
* xyz 0 3
C -0.3059 0.2204 0.4080
N -0.1230 -0.4910 -0.6854
P 0.9278 -1.4661 -1.2632
H -1.3326 0.7145 0.2875
H 0.5039 1.2972 0.4610
H -0.3118 -0.0701 1.5149
H 0.3802 -1.4233 -2.6071
*
```